76
Properties=species:S:1:pos:R:3:forces:R:3:mulliken_charge:R:1 method="wB97M-V/def2-TZVPD" orbital_gap_ev=5.81 total_charge=+2 de_lowest_kcal_mol=0.00 homo_energy_ev=-14.100
Pd 0.725310 0.808989 1.305981 0.0 0.0 -0.1 -0.226
C 3.733205 -2.418577 -3.872924 0.0 0.0 0.0 -1.780
C 2.587006 -2.213483 -2.948692 0.0 0.0 0.0 0.626
C 1.295214 -1.961449 -3.484195 0.0 0.0 0.0 -1.230
C 0.238800 -1.748201 -2.666292 0.0 -0.1 0.0 -0.115
C 0.379319 -1.823821 -1.234237 0.0 0.0 0.0 0.389
N -0.605184 -1.944693 -0.382466 0.0 -0.1 0.0 -0.255
C -1.933746 -1.752806 -0.614339 0.1 0.0 0.0 -0.290
C -2.771935 -2.622864 0.121936 0.0 -0.1 -0.1 -0.278
C -4.126102 -2.663881 -0.089203 0.0 0.0 0.0 -0.749
C -4.731564 -1.754924 -0.967224 0.0 0.0 0.0 0.481
C -6.214739 -1.747812 -1.155382 0.0 0.0 0.0 -1.551
C -3.930385 -0.807727 -1.608185 0.0 0.0 0.0 -0.580
C -2.557167 -0.798010 -1.462844 -0.1 0.0 0.0 0.451
N -1.811755 0.202721 -2.107005 -0.1 0.1 0.0 -0.165
C -1.959602 0.630198 -3.396359 0.0 0.0 0.0 -0.027
C -0.887785 1.430020 -3.670763 0.0 0.0 0.0 -1.554
C -0.128263 1.431545 -2.478434 0.0 0.0 0.0 -0.342
N -0.689782 0.693757 -1.539691 -0.1 0.1 0.0 0.572
C 1.709333 -2.032057 -0.714116 0.0 0.1 0.1 0.570
C 2.767953 -2.244395 -1.568989 0.0 0.0 0.0 -0.580
N 1.933301 -2.077474 0.657258 0.0 0.0 0.0 0.180
C 2.790449 -2.942209 1.277175 0.0 0.0 0.0 -0.333
C 2.764495 -2.674528 2.610037 0.0 0.0 0.0 -1.133
C 1.867635 -1.600170 2.734136 0.0 0.0 0.0 -0.510
N 1.354590 -1.245654 1.570809 0.1 -0.1 0.0 1.094
H 3.508182 -3.225703 -4.573888 0.0 0.0 0.0 0.460
H 4.656543 -2.648757 -3.348083 0.0 0.0 0.0 0.383
H 3.881378 -1.519869 -4.478158 0.0 0.0 0.0 0.392
H 1.163766 -1.958544 -4.558336 0.0 0.0 0.0 0.535
H -0.748325 -1.619179 -3.085971 0.1 0.0 0.0 0.616
H -2.291179 -3.306415 0.809568 0.0 0.0 0.0 0.556
H -4.735623 -3.387020 0.436429 0.0 0.0 0.0 0.467
H -6.620688 -2.756295 -1.096623 0.0 0.0 0.0 0.416
H -6.497256 -1.305955 -2.108890 0.0 0.0 0.0 0.405
H -6.687139 -1.160190 -0.364012 0.0 0.0 0.0 0.307
H -4.397057 -0.042321 -2.215923 0.0 0.0 0.0 0.563
H -2.788457 0.312347 -4.006452 0.0 0.0 0.0 0.497
H -0.678740 1.944987 -4.592039 0.0 0.0 0.0 0.504
H 0.801884 1.931875 -2.266035 0.0 0.0 0.0 0.531
H 3.759865 -2.392022 -1.163675 0.0 0.0 0.0 0.500
H 3.300641 -3.710340 0.721509 0.0 0.0 0.0 0.551
H 3.308634 -3.173098 3.391947 0.0 0.0 0.0 0.484
H 1.605570 -1.053414 3.623797 0.0 0.0 0.0 0.282
C -0.453704 0.984455 4.516795 0.0 0.0 0.0 -1.432
P -0.939587 0.705876 2.793031 0.0 0.0 0.0 0.786
C -1.884794 -0.831037 2.828250 0.0 0.0 0.0 -1.002
C -2.100826 2.045279 2.390807 0.0 0.0 0.0 -0.674
C -1.287564 3.334164 2.313419 0.0 0.0 0.0 -1.076
P 0.313058 3.044303 1.438182 0.1 0.0 0.2 1.137
C 0.184031 3.959368 -0.107870 0.1 -0.1 0.0 -1.434
C 1.549959 3.904931 2.432985 0.0 0.0 0.0 -1.376
H -1.344194 1.103590 5.136569 0.0 0.0 0.0 0.478
H 0.174333 1.868032 4.614217 0.0 0.0 0.0 0.327
H 0.105233 0.125557 4.886798 0.0 0.0 0.0 0.439
H -2.590858 -0.810492 3.659585 0.0 0.0 0.0 0.656
H -1.206500 -1.675862 2.948621 0.0 0.0 0.0 0.369
H -2.430256 -0.950853 1.892948 0.0 0.1 0.1 0.015
H -2.907549 2.103929 3.124259 0.0 0.0 0.0 0.556
H -2.539229 1.801284 1.419756 0.0 0.0 0.0 0.286
H -1.055753 3.704892 3.313614 0.0 0.0 0.0 0.431
H -1.836404 4.124587 1.801001 0.0 0.0 0.0 0.561
H 0.007944 5.010963 0.126047 0.0 0.0 0.0 0.526
H -0.640610 3.577300 -0.706981 0.0 0.0 0.0 0.341
H 1.127604 3.862693 -0.641593 0.0 0.0 -0.1 0.294
H 1.220973 4.933509 2.592964 0.0 0.0 0.0 0.511
H 2.499297 3.896768 1.900885 0.0 0.0 0.0 0.377
H 1.675819 3.411090 3.395844 0.0 0.0 0.0 0.295
C 4.594270 0.983568 -1.091661 0.0 0.0 0.0 -0.981
S 3.485920 1.446497 0.200617 0.0 0.2 0.1 1.401
O 3.444541 2.891713 0.220875 -0.1 -0.1 0.0 -0.757
O 2.143178 0.898381 -0.255139 -0.1 0.0 -0.1 -0.397
O 3.892305 0.787590 1.418506 0.0 -0.1 0.0 -0.740
H 4.237992 1.406936 -2.027844 0.0 0.0 0.0 0.300
H 4.653599 -0.100239 -1.138527 0.0 0.0 0.0 0.215
H 5.567168 1.398651 -0.838117 0.0 0.0 0.0 0.451


22
Properties=species:S:1:pos:R:3:forces:R:3:mulliken_charge:R:1 method="wB97M-V/def2-TZVPD" orbital_gap_ev=8.48 de_lowest_kcal_mol=121.36 homo_energy_ev=-8.333
O 2.508876 -0.585893 2.026408 -0.5 -1.0 -5.2 -0.503
C 2.159813 -1.632806 0.875517 -0.1 -1.0 2.4 -0.468
C 1.092763 -1.042537 -0.078500 0.3 2.1 3.3 0.358
C 1.309197 -1.132919 -1.349942 -2.0 0.7 -4.3 -0.522
C 0.394464 -0.702897 -2.412748 0.7 -3.8 -0.9 -0.378
N -0.776590 -0.219807 -2.157852 1.7 0.3 -1.2 -0.520
C -0.786549 0.296352 -0.924523 -2.9 0.4 1.8 -0.066
C -1.932153 1.152647 -0.676079 2.3 1.3 1.6 0.598
O -2.883312 1.529697 -1.577749 -1.3 2.0 2.4 -0.526
C -1.882283 1.845834 0.543458 0.9 -5.6 0.1 -0.703
C -1.374832 1.149986 1.752097 0.7 3.5 -4.8 -0.766
C -0.214406 0.454623 1.476179 -2.8 -0.4 0.6 -0.532
C 0.038524 -0.084423 0.199455 0.0 0.3 -0.2 0.746
H 2.636912 0.025377 1.224273 0.3 0.3 2.7 0.335
H 1.680034 -2.610425 1.458594 1.8 2.4 -1.7 0.264
H 3.205960 -1.748951 0.271949 -2.8 -0.4 1.6 0.311
H 1.943835 -1.819106 -1.717148 2.9 -2.0 -1.1 0.435
H 0.577829 -1.312309 -3.405397 -0.4 1.8 1.6 0.272
H -3.477479 2.218462 -0.966203 2.0 -2.6 -2.8 0.361
H -2.699471 2.410336 0.505290 -3.2 3.2 1.3 0.422
H -1.778861 1.649552 2.594798 0.5 -0.4 1.5 0.381
H 0.257728 0.159207 2.338123 1.8 -1.2 1.4 0.500


119
Properties=species:S:1:pos:R:3:forces:R:3:mulliken_charge:R:1 method="wB97M-V/def2-TZVPD" orbital_gap_ev=7.96 total_charge=+1 homo_energy_ev=-11.429
C -5.644171 -0.763881 0.312804 0.2 0.2 0.1 -0.989
C -5.572435 0.618848 0.961401 0.0 0.1 -0.6 -0.443
C -5.509015 1.747252 -0.082616 -0.2 -0.3 0.1 -1.215
C -4.213368 1.761801 -0.816224 0.4 0.1 -0.3 0.151
N -3.133107 2.030686 -0.048812 0.1 0.1 -0.4 0.160
C -1.877237 2.110345 -0.505645 -0.2 0.0 -0.4 -0.383
C -1.634985 1.897599 -1.847331 0.0 -0.2 0.3 0.013
O -0.350973 2.001423 -2.289724 -0.3 -0.1 -0.3 -0.585
C 0.336957 0.747359 -2.470610 0.2 0.1 0.2 -0.642
C 0.787090 0.147342 -1.126613 0.2 -0.1 -0.6 0.529
C 2.120753 -0.567607 -1.305887 -0.1 -0.1 -0.1 -1.518
O 0.842685 1.162440 -0.148306 -0.1 -0.1 0.5 -0.490
C -2.708868 1.611336 -2.703076 0.1 0.0 0.1 0.505
C -2.440957 1.414684 -4.162658 0.3 -0.2 0.3 -1.751
C -2.574531 0.000319 -4.680547 -0.2 -0.4 -0.3 0.672
C -2.829154 -1.102643 -3.873925 0.1 -0.2 -0.3 0.061
C -2.888607 -2.374453 -4.442674 0.1 0.4 -0.3 -1.165
C -2.695567 -2.549367 -5.804885 0.0 0.4 0.2 -0.974
C -2.445264 -1.454900 -6.633828 0.0 0.2 0.4 0.636
C -2.208690 -1.632674 -8.099575 0.1 -0.1 0.2 -1.154
C -2.392769 -0.190154 -6.052303 -0.1 -0.3 0.3 -0.635
C -4.010406 1.549182 -2.180547 0.0 0.0 0.5 0.892
C -5.167292 1.332115 -3.106501 -0.1 0.3 -0.1 -1.066
C -5.641506 2.655817 -3.728790 0.4 0.0 0.2 -1.456
H -4.661719 -1.218253 0.235662 0.2 -0.1 -0.1 0.210
H -6.269193 -1.419672 0.901626 -0.1 -0.3 0.1 0.390
H -6.058080 -0.702927 -0.688101 -0.2 -0.1 -0.2 0.242
H -4.685169 0.680632 1.581891 0.0 0.0 0.5 0.333
H -6.456025 0.787543 1.562114 0.0 0.1 0.3 0.471
H -5.670888 2.713463 0.388207 0.1 0.2 0.1 0.435
H -6.321717 1.608577 -0.779566 -0.2 0.1 -0.2 0.357
H -3.273901 2.204098 0.936012 -0.1 0.0 0.1 0.391
H -1.088177 2.323631 0.186278 0.2 0.0 0.2 0.569
H -0.257950 0.036453 -3.035276 -0.3 -0.1 -0.1 0.312
H 1.207584 0.982366 -3.070081 0.2 0.3 -0.1 0.384
H 0.075546 -0.608321 -0.806520 -0.4 0.2 0.3 0.151
H 2.177002 -1.456642 -0.691310 0.1 -0.1 0.3 0.303
H 2.937615 0.092694 -1.038290 0.2 0.2 0.0 0.360
H 2.261735 -0.891114 -2.333346 0.0 0.0 -0.2 0.478
H 1.232437 1.947585 -0.545662 0.2 0.0 0.0 0.393
H -3.072210 2.089358 -4.729996 -0.1 0.1 -0.2 0.670
H -1.408356 1.688596 -4.332449 0.2 0.4 -0.2 0.754
H -2.979392 -1.000571 -2.809601 0.0 0.1 0.2 0.691
H -3.073609 -3.233210 -3.827888 -0.1 -0.3 0.3 0.494
H -2.738839 -3.534439 -6.237205 0.0 -0.2 0.0 0.381
H -3.057654 -1.282752 -8.675822 -0.2 0.1 -0.2 0.359
H -2.043731 -2.681554 -8.311722 0.0 -0.2 -0.2 0.386
H -1.321708 -1.089849 -8.400361 0.1 0.1 -0.1 0.096
H -2.190076 0.672281 -6.669542 0.1 0.1 -0.2 0.498
H -4.871186 0.655009 -3.894377 0.1 -0.3 -0.1 0.150
H -5.983570 0.869043 -2.572841 -0.2 -0.3 0.0 0.494
H -6.419581 3.118520 -3.135741 -0.3 0.1 0.0 0.376
H -5.976141 2.515810 -4.747471 -0.3 -0.1 -0.1 0.402
H -4.819544 3.363939 -3.764003 0.2 0.2 -0.1 0.375
C 1.298985 -0.069927 2.753938 0.2 -0.4 -0.2 -0.936
C 2.129725 -0.278158 3.993799 -0.1 0.2 0.0 0.438
C 2.439573 0.992886 4.756280 0.0 0.0 0.1 -0.261
O 3.701659 0.696405 5.358655 -0.1 0.1 0.0 -0.289
C 4.317336 -0.239075 4.597580 -0.1 0.1 0.1 0.522
O 5.452631 -0.559213 4.732077 0.0 -0.1 -0.1 -0.542
O 3.462379 -0.739440 3.680500 -0.1 -0.1 0.0 -0.349
H 0.456340 0.591857 2.962228 0.0 0.0 0.1 0.383
H 1.901907 0.363047 1.958948 0.0 0.2 0.1 0.266
H 0.909723 -1.024048 2.400256 0.0 0.1 0.0 0.018
H 1.670778 -1.022673 4.648954 0.0 0.0 0.0 0.365
H 1.704936 1.227268 5.523021 0.1 0.0 0.1 0.128
H 2.558746 1.853373 4.092699 0.0 0.0 0.0 0.281
C -1.371052 -6.168548 -0.680614 0.2 0.0 0.0 -1.447
C -1.527949 -5.518592 0.672749 -0.1 0.0 -0.1 0.490
C -2.577662 -4.425528 0.755618 0.0 0.0 0.0 -0.249
O -2.045788 -3.557478 1.765928 -0.1 0.1 -0.1 -0.298
C -0.701659 -3.723844 1.790348 0.0 -0.2 0.0 0.616
O 0.054068 -3.033525 2.393128 0.0 0.1 0.0 -0.625
O -0.343257 -4.781779 1.040721 0.0 -0.1 0.0 -0.331
H -2.347685 -6.425315 -1.092733 0.0 0.0 0.0 0.360
H -0.856461 -5.495639 -1.366810 -0.1 0.1 0.0 0.353
H -0.783799 -7.081917 -0.610461 0.0 0.0 0.0 0.369
H -1.696797 -6.271203 1.445839 0.0 0.0 0.0 0.290
H -3.559390 -4.784462 1.052746 0.0 0.0 0.1 0.363
H -2.658024 -3.864239 -0.178107 0.0 0.0 -0.1 0.036
C 1.211515 0.693514 -11.127140 -0.2 0.0 0.1 -1.381
C 1.802079 0.369973 -9.776377 0.0 -0.1 -0.2 0.412
C 3.077588 -0.450875 -9.808068 0.0 0.0 0.0 -0.484
O 2.999664 -1.188995 -8.578761 0.1 0.0 -0.1 -0.360
C 1.701505 -1.305543 -8.239917 -0.1 0.0 0.0 0.576
O 1.276378 -2.003473 -7.377100 0.0 0.0 0.1 -0.501
O 0.936283 -0.505086 -9.018969 0.0 0.2 0.0 -0.250
H 1.987210 1.051284 -11.803818 0.0 0.0 0.0 0.386
H 0.745031 -0.192952 -11.555702 0.1 -0.1 0.0 0.353
H 0.448316 1.466107 -11.048551 0.0 0.0 0.0 0.352
H 1.943216 1.279592 -9.187600 0.0 0.0 0.0 0.225
H 3.982013 0.150226 -9.822576 0.0 0.0 0.1 0.326
H 3.093353 -1.157053 -10.640782 0.0 0.0 0.0 0.307
C 2.244453 3.714430 8.333142 0.1 0.2 -0.1 -1.360
C 0.800474 4.130469 8.460432 0.1 -0.1 0.0 0.511
C -0.199297 2.995502 8.358240 -0.1 0.0 0.0 -0.271
O -1.340336 3.633875 7.771232 0.0 -0.1 0.0 -0.348
C -0.904212 4.705449 7.066901 0.1 -0.1 0.0 0.641
O -1.568492 5.323310 6.300728 -0.1 0.0 -0.1 -0.543
O 0.394617 4.950863 7.342391 0.0 0.1 0.1 -0.356
H 2.449665 2.836740 8.946036 0.0 0.0 0.0 0.381
H 2.462287 3.483600 7.290076 0.0 -0.1 0.0 0.280
H 2.923915 4.504622 8.645940 0.0 0.0 0.0 0.362
H 0.632204 4.706579 9.372835 0.0 0.0 0.0 0.271
H -0.464649 2.560787 9.317634 -0.1 0.0 0.0 0.325
H 0.143651 2.207273 7.682402 0.1 0.0 0.0 0.109
C 8.034840 -0.584780 6.692832 0.0 0.3 0.0 -1.271
C 8.305871 -0.257741 8.140367 0.0 -0.1 -0.1 0.503
C 7.981023 -1.364943 9.123232 0.0 0.0 0.1 -0.461
O 7.608325 -0.636932 10.301119 0.0 -0.1 0.0 -0.333
C 7.157494 0.580397 9.915954 0.0 -0.1 -0.1 0.629
O 6.595615 1.349031 10.625217 0.0 0.1 0.1 -0.539
O 7.428241 0.788174 8.609452 0.1 0.1 0.0 -0.344
H 8.428510 -1.568989 6.436836 0.0 0.0 0.0 0.373
H 6.967102 -0.563840 6.493448 0.0 -0.1 0.0 0.271
H 8.500418 0.147413 6.034639 0.0 0.0 0.0 0.356
H 9.332543 0.089267 8.282655 0.0 0.0 0.1 0.240
H 8.823098 -2.016723 9.338913 0.0 0.0 0.1 0.311
H 7.127137 -1.963946 8.797674 0.0 0.0 -0.1 0.291